Entry 1:
66
Properties=species:S:1:pos:R:3:forces:R:3 method="wB97M-V/def2-TZVPD" spin_multiplicity=1 e_lumo_ev=-0.435 de_lowest_ev=0.330 fmax_ev_per_a=1.09 homo_ev=-8.605
H 0.11985 3.24391 -3.07993 0.0 0.0 -0.1
C -2.02220 2.98796 -3.12218 0.0 0.3 -0.1
C -2.07619 5.48561 -1.64581 0.6 0.3 0.4
H -0.47330 2.22849 2.10442 0.1 0.0 0.0
C 0.32658 -4.20155 -0.96250 -0.1 -0.2 -0.2
C 1.24144 0.56902 0.12064 -0.7 0.4 -0.1
H -2.89656 -0.53521 -0.08435 0.0 -0.1 -0.1
O 4.00696 -2.01991 3.19739 -0.2 -0.1 -0.2
C 1.59088 -1.47857 1.35722 -0.4 -0.3 0.3
C 4.74245 -1.46770 2.12749 0.1 0.0 -0.3
O -5.36573 3.66773 -0.97524 0.2 -0.3 -0.1
C 0.61338 -0.38110 1.03007 -0.4 -0.3 0.4
H -2.12500 -1.23559 2.32288 0.1 0.1 0.0
C -3.27580 3.85828 -3.01300 -0.1 -0.7 -0.4
H -2.04671 2.44150 -4.06637 0.0 -0.1 0.0
H 0.33046 -6.55090 -2.54496 0.0 0.0 0.0
C -0.79180 4.65980 -1.74099 -0.1 0.1 -0.3
C 1.13650 -2.82752 0.84698 0.0 -0.1 0.0
C 0.72778 -2.97204 -0.46993 0.1 0.0 0.3
O 0.75197 1.53677 -0.42166 0.5 -0.2 -0.1
O -1.18701 -1.38248 2.13982 0.1 0.0 -0.1
O -0.04004 -6.57050 -0.50193 0.1 0.1 0.3
H -1.99728 2.26227 -2.30713 0.0 -0.1 0.0
H -0.72032 3.96188 -0.90605 0.1 0.0 0.0
C -3.48556 1.52240 -0.20289 -0.2 0.0 0.0
C -1.58230 0.73990 1.03587 -0.3 0.0 0.1
H -1.35458 -6.19765 -2.06554 0.0 0.0 0.0
H 5.75388 -1.90095 2.10307 -0.1 0.0 0.0
N 2.79794 -1.04629 0.67858 -0.1 0.1 0.2
C 0.33250 -5.31640 -0.13014 0.1 0.1 0.2
H 0.01522 -4.27652 -1.99235 0.0 -0.1 -0.1
H 1.47693 -3.84490 2.69692 0.0 0.0 0.1
H 3.81826 -2.84647 0.75363 0.0 0.0 -0.1
H -2.17673 5.97100 -0.67486 0.1 0.2 -0.1
H 0.72372 -2.11247 -1.12578 0.0 0.1 -0.1
C 1.14803 -3.94385 1.67365 0.0 0.1 -0.2
H -4.33557 1.35814 -0.84603 -0.1 -0.1 -0.1
H 0.75334 -6.04689 1.82633 0.0 -0.1 0.1
C 0.74964 -5.17297 1.19459 -0.1 -0.2 -0.2
H -4.18495 3.25829 -2.96506 0.0 0.0 -0.3
H 4.70932 -0.73711 4.66526 0.0 0.0 0.0
H 4.83683 -0.37830 2.25197 0.0 -0.1 0.0
H -2.06941 6.26078 -2.42200 0.0 0.0 0.1
C 2.67907 0.08226 -0.05206 0.6 0.1 -0.3
H -3.33962 4.51678 -3.88778 -0.1 0.0 0.1
C 4.02981 -1.77523 0.80913 0.4 0.1 0.3
N -3.26615 4.68933 -1.83373 -0.7 -0.2 0.8
C -2.69009 0.47717 0.23393 0.2 0.1 0.1
C -0.68125 -0.36593 1.41487 0.5 0.2 -0.2
H 4.67357 -1.47287 -0.02043 -0.1 -0.1 0.1
H 5.60955 -2.26444 4.48637 0.0 0.0 0.0
C -0.46214 -6.78522 -1.82715 -0.1 0.0 -0.2
C -3.18471 2.81137 0.18935 -0.4 0.4 -0.2
H 0.06726 5.33024 -1.69570 0.0 0.0 0.1
C -2.12916 3.07657 1.04150 0.1 0.0 0.2
O -4.10414 5.25490 0.44057 0.4 -0.1 0.0
O 3.55842 0.60003 -0.70687 -0.1 0.1 0.0
S -4.11059 4.18448 -0.51221 -0.2 0.2 -0.1
H 3.97010 -2.27456 5.18948 0.1 0.0 0.1
H 1.77898 -1.55045 2.43524 0.0 0.0 -0.2
C -1.31887 2.03942 1.46197 -0.2 -0.1 0.0
H -0.75540 4.55076 -3.89560 0.0 0.0 -0.1
C 4.61323 -1.80773 4.44623 0.1 0.0 0.1
H -0.70270 -7.84517 -1.89110 0.0 0.1 0.0
C -0.77506 3.86558 -3.04446 0.0 -0.2 0.2
H -1.95692 4.09281 1.35835 0.1 0.1 0.1

=====

Entry 2:
63
Properties=species:S:1:pos:R:3:forces:R:3 method="wB97M-V/def2-TZVPD" spin_multiplicity=1 e_lumo_ev=0.071 de_lowest_ev=0.050 fmax_ev_per_a=0.75 homo_ev=-8.253
C 5.92311 -1.59768 -0.82505 -0.1 0.1 0.0
C 0.37413 1.62890 1.73395 0.0 0.0 0.0
C 4.05582 2.94881 -0.66442 0.1 0.4 0.1
H -3.35800 -2.51563 -3.27284 0.0 0.0 -0.1
C 1.87629 3.10492 0.36947 -0.2 0.0 -0.1
C -4.09359 1.88427 -0.53849 0.0 0.4 -0.4
C -4.63962 -2.94362 0.54206 0.0 0.0 0.2
H -5.63674 -0.45763 -1.29806 -0.1 -0.1 0.1
O 2.14109 4.18546 0.86150 -0.1 0.2 0.2
H -4.17506 -3.61117 -2.15612 0.0 -0.1 0.0
H -2.57568 -2.14963 -0.93277 0.0 0.1 -0.1
C 3.42060 0.11217 -0.27211 -0.1 0.2 -0.2
H 4.11910 3.37556 -1.67679 0.0 0.0 0.1
H 3.11800 0.00149 0.77381 -0.1 -0.1 0.0
C -3.53448 -1.73805 -1.26576 0.0 -0.1 -0.3
H -3.70228 -3.50428 0.50246 0.0 -0.1 0.0
H -5.41271 -3.53619 0.02127 0.1 0.0 0.0
C 4.84428 0.60132 -0.32129 -0.1 0.2 0.0
N 2.72354 2.43190 -0.43388 0.3 0.0 -0.1
H 6.12201 2.24925 -0.56637 0.2 0.0 0.0
O -3.49980 0.11945 2.45861 0.1 0.1 0.0
C -5.57807 -0.83992 -0.27537 0.1 0.3 0.2
C -0.52673 2.73942 -0.20838 0.1 0.0 0.1
C 8.02599 -1.00195 0.86952 0.1 0.0 0.0
C 5.92725 -0.38153 -0.14681 0.2 0.0 0.1
C -0.86293 1.08798 2.00918 -0.1 0.0 -0.1
C -5.52784 0.36511 0.68348 -0.6 -0.4 0.0
C 0.54502 2.45036 0.61785 -0.4 0.1 0.1
H 2.72875 1.13325 -2.04141 -0.1 0.0 0.0
C -3.26634 0.78129 1.47216 0.2 -0.1 0.3
C -5.04116 -2.76277 2.00219 0.1 -0.1 -0.2
C 5.10403 1.89470 -0.50075 -0.1 -0.1 -0.1
S -5.28840 2.24980 -1.61458 -0.3 0.2 -0.4
H -6.49804 -1.39886 -0.07591 0.0 0.0 0.0
H 6.94241 -3.43584 -1.20055 0.0 -0.1 0.0
H 7.00306 0.83745 1.24415 0.0 0.1 0.1
C -1.94949 1.35798 1.17908 0.3 0.2 -0.2
C 2.49788 1.11245 -0.96979 -0.1 -0.5 0.1
N -2.86607 2.44330 -0.72528 0.0 0.0 0.0
N -4.26255 1.06304 0.53597 0.1 0.1 -0.1
H 8.84338 -0.76745 1.53554 0.1 0.0 0.1
H -0.39937 3.38919 -1.06167 0.0 0.1 -0.1
H -3.35183 -0.71399 -1.60649 0.1 0.0 0.0
C -4.05849 -2.56936 -2.44339 0.1 0.2 0.3
C -1.77772 2.19176 0.06862 0.3 -0.4 0.6
H -6.34464 1.05461 0.46178 0.1 0.0 0.1
H 1.45177 0.83174 -0.84004 0.1 0.0 -0.1
N -4.40175 -1.66979 -0.10918 0.0 0.0 0.0
H -2.78154 3.06705 -1.51772 -0.2 -0.2 0.1
C 6.95771 -2.50013 -0.66085 0.0 -0.1 0.0
H 1.21448 1.43079 2.38114 0.1 0.0 0.1
H -6.05013 -2.36701 2.08680 -0.1 0.1 0.1
H 3.32957 -0.86706 -0.74234 0.0 0.0 0.0
C 6.99525 -0.09650 0.70178 -0.1 0.0 0.0
C 8.01094 -2.20770 0.18863 0.1 0.0 0.0
H -4.35449 -2.07656 2.48927 0.0 0.0 0.1
H -5.57980 0.03225 1.71918 0.0 0.1 -0.1
H 5.12017 -1.83346 -1.50852 -0.1 0.0 0.0
H 8.81593 -2.91547 0.31860 0.1 -0.1 0.0
H -5.02135 -2.19206 -2.78032 -0.1 0.0 -0.1
H -5.00849 -3.72166 2.51372 -0.1 -0.1 0.1
H 4.21713 3.76540 0.04681 0.0 -0.1 -0.2
H -1.02351 0.45050 2.86474 0.0 -0.1 0.1

=====

Entry 3:
68
Properties=species:S:1:pos:R:3:forces:R:3 method="wB97M-V/def2-TZVPD" spin_multiplicity=1 e_lumo_ev=-0.263 de_lowest_ev=2.226 fmax_ev_per_a=2.82 homo_ev=-9.063
O 5.70627 1.10296 2.33843 -1.1 0.6 -0.6
C 0.24356 3.64301 0.64051 0.7 0.2 0.1
C 2.08789 3.66770 2.23701 -0.4 0.1 -0.4
C 0.76321 3.34983 1.91209 0.4 0.2 -0.2
H 3.02956 5.07960 -0.71312 0.0 -0.1 0.1
C -2.19693 3.50278 1.21072 -0.3 -0.2 -0.4
C -2.78703 2.52606 -1.33647 -0.1 0.0 0.0
C -1.15213 3.31743 0.28976 -0.6 -0.2 -0.2
H 1.54767 -3.25329 -3.51331 0.0 0.0 -0.1
H 0.12857 -0.51469 0.97313 0.0 0.0 0.0
H -1.72417 -6.31083 0.89524 0.2 0.1 0.0
C 0.07788 -5.22960 1.20582 -1.2 -1.1 0.8
C 1.09396 -2.51689 -0.64209 -0.1 0.2 -0.2
H -1.98877 3.89924 2.19921 0.0 0.0 -0.1
C 4.34676 4.67303 1.65327 -0.8 -0.8 -0.2
O -4.29289 -0.73298 -0.13643 -0.1 0.3 0.4
H 1.93080 -4.55822 1.27091 0.1 0.0 0.0
O 0.13279 -5.60987 2.36421 0.1 0.1 0.2
H -4.80256 -1.05790 -0.88501 0.0 0.0 -0.1
H 6.52975 1.45982 2.73458 -0.7 0.8 -0.4
C 1.32389 -4.04361 -0.67956 -0.3 0.1 0.5
C 2.75339 -4.34317 -1.17664 0.6 -0.2 1.5
H -0.93578 -5.80885 -0.60679 -0.2 0.1 -0.3
C -1.46847 2.82459 -0.98634 -0.5 0.1 0.2
C -1.18023 -5.50363 0.40639 0.3 0.0 0.1
N 3.01930 -4.37274 -2.48774 -0.4 0.2 -1.4
C -3.00555 -1.15063 -0.23394 1.3 -0.6 -0.5
H -2.22810 0.28299 1.17840 0.0 0.1 0.0
C 5.23237 3.50594 2.08628 1.5 -1.3 0.8
H -5.43563 0.64145 0.45690 -0.1 -0.2 0.2
H -3.00616 2.13892 -2.32985 0.0 0.0 0.2
H -1.80104 -4.61207 0.41092 -0.1 0.0 -0.2
H -0.68394 2.65485 -1.71617 0.0 0.0 0.1
N -6.06729 1.43465 0.39983 1.0 0.8 0.5
H 1.69940 -2.09953 0.16437 0.1 -0.1 0.0
H -1.13711 -3.41103 -1.96682 0.0 -0.1 0.0
H 2.45746 3.44072 3.23413 0.0 0.0 -0.1
H 3.98710 1.98883 1.44043 0.7 -0.9 0.4
C -1.98246 -0.53254 0.51437 0.0 -0.7 -0.5
C 2.41031 4.58355 0.02911 -0.5 -0.3 0.3
C 1.08769 4.26416 -0.29445 0.3 -0.1 0.3
H 4.82790 5.15615 0.79881 0.0 -0.1 0.1
O -5.63270 1.45417 -2.04051 1.4 1.0 0.6
C -2.69407 -2.19605 -1.12439 1.1 0.4 0.5
C -3.52149 3.21747 0.86138 0.0 0.0 0.0
N 1.12600 -4.61263 0.66168 1.3 0.8 -1.5
O 6.30338 3.73692 2.63314 -0.1 0.1 -0.1
H 0.71243 4.52247 -1.28003 0.0 0.0 0.1
N 4.88654 2.18062 1.88202 0.1 1.7 0.0
C -3.82090 2.72507 -0.41491 0.1 -0.1 -0.1
H 1.46611 -2.08175 -1.56901 0.2 0.1 -0.2
O 3.66049 -4.54181 -0.37674 -0.5 0.2 0.1
H -4.32112 3.38440 1.58104 0.2 -0.1 -0.2
H -3.47285 -2.65534 -1.71390 -0.2 0.0 -0.1
H 1.36080 -5.02450 -3.61037 -0.1 0.1 -0.1
H 0.13913 2.86772 2.65879 0.0 0.0 -0.1
O -6.41421 3.50907 -0.93678 1.8 -0.8 0.3
H 4.31685 5.40003 2.46993 0.3 -0.2 0.0
C 2.92665 4.28430 1.29642 -0.3 0.2 -0.2
H 3.98623 -4.55854 -2.71225 -0.1 0.0 0.2
C -1.36411 -2.62723 -1.26061 -0.4 1.0 0.8
H 2.62655 -4.20678 -4.54316 0.0 0.0 0.2
C 2.07961 -4.20266 -3.59814 0.1 -0.1 0.5
C -0.34261 -2.04771 -0.48243 -0.2 -0.1 0.0
H 0.63577 -4.50394 -1.38139 -0.2 -0.1 0.0
C -0.65289 -0.98454 0.39163 -1.2 -0.7 -0.7
S -5.53227 2.34383 -0.87865 -2.6 -0.2 -1.1
H -6.99855 1.14124 0.14714 -0.3 0.0 0.0

=====

Entry 4:
62
Properties=species:S:1:pos:R:3:forces:R:3 method="wB97M-V/def2-TZVPD" spin_multiplicity=1 e_lumo_ev=0.521 de_lowest_ev=1.846 fmax_ev_per_a=1.08 homo_ev=-8.117
C -0.80693 1.43012 4.92583 -0.4 0.4 0.0
H 0.78293 -3.85747 -0.54790 0.2 0.2 0.2
C -0.50028 0.97923 2.75982 0.0 0.8 -0.1
C 2.08044 -5.05709 0.79877 0.4 0.1 -0.3
C -2.16730 -2.44760 1.16732 0.0 0.0 -0.4
C 5.00829 5.37854 -0.98538 0.5 -0.4 -0.4
H -3.45854 4.40095 -3.27411 -0.2 -0.1 -0.1
N 0.03382 1.59589 3.86058 0.0 -0.2 0.5
C -2.99773 2.42877 -2.71553 -0.5 0.1 -0.4
C -3.48097 -4.80741 1.39308 0.3 0.0 0.1
N 3.38897 6.09594 -2.31017 0.3 0.5 0.2
H -2.76385 0.49607 5.10287 -0.1 0.0 0.0
H 3.75700 -0.42684 -1.80577 0.1 0.0 0.2
H 0.72402 -6.02488 -2.04393 0.1 0.1 -0.1
C -4.57331 2.38117 -1.10745 -0.3 -0.1 0.0
H 4.50569 3.22061 -1.25273 -0.1 0.0 -0.1
H 2.36560 -4.48693 1.66617 -0.1 0.1 0.0
H -2.18741 2.28954 -3.41041 0.0 -0.2 0.0
H 2.24417 -7.88888 -0.78870 0.2 0.0 -0.1
H -1.67381 -1.50838 0.95982 0.0 0.1 0.2
C -4.68278 3.57323 -1.76562 0.4 0.3 -0.4
H -0.33814 -3.57769 1.33763 0.0 0.1 0.0
C 4.29272 4.24996 -1.48226 0.1 0.4 0.1
N 0.66802 -0.45517 -0.47302 0.2 0.1 0.0
C 2.38070 1.22020 -1.87800 0.2 0.0 -0.2
H 3.04485 1.83632 -2.47138 0.0 0.1 0.1
C -1.92346 0.77337 4.48917 0.1 -0.3 0.0
H 2.69455 6.72871 -2.66423 0.0 -0.1 -0.2
C 4.45599 6.49668 -1.53786 -0.7 0.1 0.4
C 1.12047 1.65952 -1.51711 -0.4 -0.2 -0.2
H 2.51422 4.21440 -2.80857 0.0 0.1 -0.1
H -0.70056 1.03573 -0.49814 -0.1 0.3 -0.4
H -4.15280 -1.67914 0.89418 0.0 0.0 0.1
H 0.83726 2.19574 3.90530 0.2 -0.3 -0.3
H -0.62082 1.88800 5.88285 0.2 -0.1 0.0
N -3.73065 3.58540 -2.75461 0.3 0.1 0.1
H 5.90222 5.33506 -0.38532 -0.1 0.1 0.1
H -5.11456 2.10104 -0.21946 -0.2 -0.1 -0.1
C 2.09984 -6.84660 -0.56148 -0.7 0.1 0.3
H -0.00321 1.07938 1.81078 0.0 -0.2 0.0
C -2.09701 -4.79217 1.49151 0.2 -0.4 -0.7
C -1.72900 0.48588 3.10905 -0.1 0.4 -0.1
H -2.47783 0.16126 2.40713 0.1 -0.5 0.1
C -1.41623 -3.59778 1.33672 -0.4 0.1 0.3
C -3.56393 1.62365 -1.76411 0.7 0.2 0.8
H 4.61223 7.53741 -1.31119 0.2 0.0 -0.2
H 0.73191 2.62829 -1.80026 0.1 0.1 0.1
C 0.28994 0.76877 -0.85429 0.0 -0.3 0.7
C 1.35377 -4.74167 -0.31766 -0.8 -0.1 -0.2
H -3.16384 0.68411 -1.41644 -0.1 -0.1 -0.2
C 3.29484 4.73981 -2.28373 -0.2 -0.6 0.1
H -1.54213 -5.72427 1.47659 -0.1 0.0 0.4
N 2.56882 -6.32224 0.61462 -0.1 -0.4 0.1
H 2.96032 -6.90234 1.33448 0.2 0.2 0.0
H -5.29934 4.44987 -1.66394 -0.2 -0.1 0.3
C 1.29359 -5.89632 -1.13943 0.6 -0.3 -0.1
H -4.00473 -5.75278 1.48035 -0.2 0.1 -0.1
H 2.22604 -1.79257 -0.38294 -0.1 -0.2 -0.2
C 2.79147 -0.04829 -1.50011 -0.2 0.1 -0.2
C -3.55244 -2.56339 1.09062 0.3 0.3 -0.2
C 1.90491 -0.83811 -0.78400 0.1 0.1 0.3
N -4.20601 -3.71260 1.18199 -0.3 -0.2 0.3